[1]
Density functional theory data (the ωB97M-V functional and the def2-TZVPD basis) for a molecular structure, C17H37ClN2O3 in a non-equilibrium geometry.

Calculated values
spin multiplicity	1
Kohn-Sham gap	5.86	eV

```
60
C17H37ClN2O3, DFT the ωB97M-V functional and the def2-TZVPD basis
Cl 1.041 0.398 2.458
C 4.589 0.364 2.163
C 3.909 -0.012 0.819
C 2.879 -1.187 0.841
N 1.725 -1.336 -0.230
C 0.808 -2.552 0.222
C 0.884 0.014 -0.405
C 1.439 0.742 -1.643
C 2.547 -0.084 -2.151
C 2.289 -1.551 -1.646
H 4.115 1.244 2.598
H 5.669 0.465 2.058
H 4.541 -0.485 2.846
H 4.638 -0.208 0.032
H 3.306 0.870 0.604
H 2.264 -1.104 1.737
H 3.356 -2.162 0.942
H 1.425 -3.432 0.044
H -0.032 -2.633 -0.469
H 0.518 -2.487 1.271
H -0.164 -0.250 -0.549
H 0.849 0.621 0.499
H 0.723 0.628 -2.457
H 1.602 1.818 -1.582
H 2.587 -0.184 -3.236
H 3.461 0.333 -1.729
H 1.487 -2.146 -2.083
H 3.163 -2.189 -1.520
C -3.574 -0.286 -3.253
C -3.478 -1.020 -1.913
C -3.652 -0.081 -0.652
N -2.283 0.327 -0.017
C -1.457 1.004 -1.092
C -1.513 -0.835 0.549
C -0.634 -0.292 1.681
C -1.605 0.583 2.488
C -2.507 1.210 1.291
H -3.373 -0.983 -4.067
H -2.850 0.524 -3.170
H -4.579 0.132 -3.315
H -2.485 -1.467 -1.975
H -4.231 -1.808 -1.902
H -4.203 -0.607 0.128
H -4.272 0.798 -0.826
H -2.224 1.715 -1.401
H -1.175 0.245 -1.822
H -0.516 1.387 -0.697
H -0.955 -1.324 -0.249
H -2.309 -1.390 1.045
H 0.216 0.318 1.375
H -0.356 -1.101 2.357
H -1.063 1.217 3.189
H -2.203 -0.057 3.137
H -2.073 2.167 1.002
H -3.572 1.294 1.506
O -0.116 2.648 2.237
C -0.783 3.225 1.294
O -0.844 2.777 0.123
O -1.313 4.348 1.458
H 0.365 1.838 2.052
```


[2]
Density functional theory data (the ωB97M-V functional and the def2-TZVPD basis) for 5 unconnected molecules or ions with the total composition C17H37ClN3O12P2S4 in a non-equilibrium geometry.

Calculated values
net charge	+1
spin multiplicity	1
Kohn-Sham gap	7.81	eV

```
76
C17H37ClN3O12P2S4, DFT the ωB97M-V functional and the def2-TZVPD basis
N -1.251 2.848 1.155
P -2.133 4.099 1.320
O -1.388 5.401 0.900
O -2.680 4.284 2.795
N -3.638 3.879 0.275
N -3.216 3.576 -1.078
C -3.609 2.436 -1.417
O -3.871 1.332 -1.581
P -5.005 5.234 0.245
O -5.880 4.699 1.505
Cl -4.068 6.807 1.071
H -1.604 2.160 0.485
H -0.623 5.154 0.354
H -3.072 3.427 3.035
H -4.082 3.044 0.675
H -6.345 3.895 1.213
C -3.529 -2.409 1.604
C -2.718 -3.196 0.565
C -1.663 -2.244 -0.014
S -1.310 -1.054 1.284
O -1.738 0.265 0.846
O 0.021 -1.247 1.787
C -2.504 -1.674 2.463
H -4.157 -3.062 2.208
H -4.179 -1.690 1.098
H -2.227 -4.040 1.052
H -3.352 -3.596 -0.224
H -0.740 -2.753 -0.276
H -2.037 -1.700 -0.879
H -2.918 -0.844 3.033
H -1.977 -2.356 3.128
C 1.369 -0.079 -3.434
C 0.482 0.717 -2.465
C -0.961 0.598 -2.975
S -1.056 -0.971 -3.848
O -1.323 -0.702 -5.236
O -1.891 -1.876 -3.089
C 0.661 -1.412 -3.651
H 2.371 -0.228 -3.035
H 1.458 0.456 -4.382
H 0.557 0.284 -1.465
H 0.789 1.760 -2.393
H -1.682 0.581 -2.163
H -1.207 1.389 -3.683
H 1.003 -1.946 -4.530
H 0.743 -2.048 -2.770
C 0.875 3.229 3.945
C 1.794 2.350 4.803
C 3.167 3.035 4.846
S 2.858 4.795 4.648
O 3.428 5.229 3.398
O 3.142 5.483 5.878
C 1.085 4.658 4.437
H -0.168 2.929 4.030
H 1.160 3.150 2.894
H 1.387 2.272 5.813
H 1.873 1.340 4.403
H 3.682 2.877 5.791
H 3.802 2.719 4.021
H 0.749 5.419 3.736
H 0.624 4.817 5.412
C 4.834 -6.042 -2.704
C 3.675 -6.703 -3.462
C 2.462 -5.770 -3.351
S 3.127 -4.110 -3.171
O 2.766 -3.601 -1.869
O 2.854 -3.348 -4.365
C 4.851 -4.585 -3.156
H 5.784 -6.532 -2.909
H 4.652 -6.096 -1.628
H 3.950 -6.826 -4.511
H 3.444 -7.691 -3.067
H 1.834 -5.800 -4.238
H 1.866 -5.982 -2.466
H 5.400 -3.925 -2.489
H 5.225 -4.488 -4.175
```


[3]
Density functional theory data (the ωB97M-V functional and the def2-TZVPD basis) for a molecular structure, C17H38BBeCaCl2IN3O14S in a non-equilibrium geometry.

Calculated values
net charge	+1
spin multiplicity	1
Kohn-Sham gap	1.84	eV

```
79
C17H38BBeCaCl2IN3O14S, DFT the ωB97M-V functional and the def2-TZVPD basis
C 6.181 -1.364 1.849
C 6.200 0.166 1.384
O 5.474 0.955 2.327
C 4.157 1.234 1.889
C 3.208 -0.015 1.878
O 1.842 0.443 1.642
B 1.129 -0.685 1.171
I -0.433 -0.247 -0.304
H 5.789 -1.336 2.897
H 7.184 -1.836 1.797
H 5.415 -1.886 1.228
H 5.815 0.276 0.340
H 7.278 0.461 1.378
H 4.126 1.785 0.912
H 3.723 1.944 2.643
H 3.227 -0.432 2.922
H 3.485 -0.788 1.126
H 1.364 -1.776 1.528
O 1.456 3.258 5.491
C 1.689 2.497 4.565
N 1.006 2.592 3.385
C 2.752 1.422 4.639
H 1.172 1.991 2.595
H 0.297 3.308 3.313
H 2.521 0.739 5.446
H 3.728 1.910 4.832
H 2.818 0.854 3.708
C -6.237 0.177 -4.733
O -5.069 0.260 -3.873
C -5.307 0.825 -2.656
O -6.361 1.227 -2.263
O -4.144 0.832 -1.966
C -4.246 1.411 -0.613
H -5.921 -0.285 -5.669
H -7.011 -0.448 -4.278
H -6.624 1.172 -4.945
H -4.936 0.834 0.015
H -4.558 2.451 -0.668
H -3.256 1.367 -0.162
Ca -4.875 -1.317 -2.261
Cl -0.105 1.008 5.227
O 4.800 0.309 6.729
C 6.008 0.210 6.790
N 6.603 -0.506 7.778
C 6.935 0.858 5.797
H 7.596 -0.613 7.866
H 6.004 -0.948 8.456
H 6.787 1.938 5.816
H 6.719 0.479 4.797
H 7.979 0.647 6.034
O -5.369 1.752 4.074
Cl -4.434 1.085 3.205
O -3.556 0.231 3.965
O -3.655 2.066 2.473
O -5.151 0.266 2.241
Be 5.103 2.965 4.220
C -5.527 -0.695 -10.205
C -4.145 -0.038 -10.151
C -3.451 -0.532 -8.878
S -4.135 -2.152 -8.533
O -4.878 -2.088 -7.288
O -3.127 -3.156 -8.763
C -5.297 -2.168 -9.887
H -5.999 -0.566 -11.179
H -6.180 -0.246 -9.451
H -3.564 -0.339 -11.027
H -4.214 1.050 -10.164
H -2.374 -0.619 -9.011
H -3.668 0.115 -8.027
H -6.204 -2.692 -9.589
H -4.824 -2.683 -10.723
C -0.012 -5.368 2.579
C 0.128 -4.370 1.523
N 0.238 -3.579 0.696
H -0.370 -4.918 3.507
H -0.721 -6.148 2.298
H 0.940 -5.854 2.796
O 0.249 6.049 5.681
H 0.813 5.274 5.818
```


[4]
Density functional theory data (the ωB97M-V functional and the def2-TZVPD basis) for a molecular structure, C17H38BrN5OS4SbZr.

Calculated values
net charge	+2
spin multiplicity	2
Kohn-Sham gap (alpha / beta)	7.93 / 7.21	eV

```
68
C17H38BrN5OS4SbZr, DFT the ωB97M-V functional and the def2-TZVPD basis
Zr -0.093 0.199 -0.520
S 1.766 0.533 -2.592
Sb 2.796 -1.076 -1.149
S 2.292 1.034 -0.006
S 0.684 -2.176 -0.806
N -0.614 2.229 -1.693
C -2.043 2.661 -1.715
C -2.649 2.557 -3.104
C -2.850 1.136 -3.629
C -1.586 0.306 -3.859
N -1.167 -0.470 -2.655
H -0.033 2.953 -1.281
H -0.271 2.139 -2.644
H -2.112 3.690 -1.362
H -2.617 2.041 -1.022
H -2.035 3.127 -3.809
H -3.621 3.052 -3.076
H -3.379 1.211 -4.579
H -3.515 0.584 -2.955
H -0.748 0.927 -4.180
H -1.762 -0.398 -4.673
H -0.412 -1.094 -2.935
H -1.941 -1.096 -2.446
N 2.344 -2.301 2.426
C 1.150 -2.235 3.278
C -0.017 -1.730 2.439
N 0.354 -0.453 1.785
H 2.329 -3.150 1.872
H 3.188 -2.331 2.986
H 1.345 -1.530 4.089
H 0.883 -3.192 3.733
H -0.905 -1.591 3.055
H -0.239 -2.461 1.664
H 1.377 -0.441 1.822
H 0.044 0.325 2.360
C -2.402 -5.084 0.358
C -2.826 -3.685 0.803
C -3.135 -2.833 -0.420
S -3.391 -1.061 -0.258
O -2.048 -0.434 0.184
C -4.487 -0.901 1.163
C -3.869 -1.023 2.552
C -4.965 -0.888 3.609
H -2.215 -5.719 1.222
H -1.488 -5.040 -0.237
H -3.178 -5.561 -0.242
H -2.028 -3.229 1.388
H -3.712 -3.748 1.438
H -4.057 -3.155 -0.916
H -2.329 -2.907 -1.158
H -5.264 -1.651 0.991
H -4.951 0.080 1.032
H -3.123 -0.239 2.693
H -3.361 -1.978 2.669
H -5.492 0.061 3.513
H -4.535 -0.932 4.608
H -5.697 -1.692 3.522
Br -4.110 3.146 3.104
C -2.356 3.196 2.431
C -1.487 4.227 2.738
C -0.218 4.180 2.183
C 0.129 3.123 1.363
N -0.712 2.116 1.066
C -1.939 2.171 1.601
H -1.789 5.039 3.384
H 0.504 4.959 2.384
H 1.118 3.077 0.929
H -2.613 1.366 1.358
```


[5]
Density functional theory data (the ωB97M-V functional and the def2-TZVPD basis) for 5 unconnected molecules or ions with the total composition C17H38BrO9P2 in a non-equilibrium geometry.

Calculated values
net charge	+1
spin multiplicity	1
Kohn-Sham gap	7.72	eV

```
67
C17H38BrO9P2, DFT the ωB97M-V functional and the def2-TZVPD basis
C -2.724 -1.728 -0.816
P -3.631 -3.182 -0.235
P -2.465 -5.064 0.061
O -1.499 -4.515 1.241
Br -1.098 -5.074 -1.652
H -2.822 -1.726 -1.889
H -1.699 -1.753 -0.487
H -3.253 -0.870 -0.417
H -4.182 -2.915 1.021
H -4.725 -3.382 -1.078
H -2.005 -4.527 2.074
O -3.781 1.493 0.422
C -3.108 1.763 1.384
O -2.710 0.759 2.183
C -1.769 0.940 3.260
C -2.438 1.434 4.521
C -2.781 3.188 1.748
H -0.951 1.588 2.948
H -1.340 -0.048 3.423
H -2.889 2.407 4.380
H -1.714 1.509 5.330
H -3.231 0.745 4.821
H -3.627 3.611 2.288
H -2.633 3.746 0.827
H -1.887 3.303 2.352
O -1.925 4.396 4.678
C -2.688 5.171 5.190
O -3.902 4.723 5.551
C -4.834 5.500 6.316
C -5.655 6.424 5.441
C -2.342 6.630 5.359
H -4.321 6.032 7.117
H -5.484 4.769 6.792
H -5.031 7.159 4.932
H -6.393 6.956 6.039
H -6.175 5.851 4.674
H -2.534 7.145 4.419
H -1.283 6.703 5.590
H -2.885 7.130 6.157
O 5.122 -6.894 -5.795
C 4.356 -6.212 -5.181
O 3.131 -6.709 -4.887
C 2.222 -6.043 -4.016
C 1.412 -4.986 -4.740
C 4.680 -4.789 -4.789
H 2.745 -5.637 -3.149
H 1.561 -6.827 -3.646
H 2.045 -4.195 -5.139
H 0.686 -4.531 -4.064
H 0.878 -5.430 -5.580
H 4.485 -4.136 -5.639
H 5.737 -4.738 -4.540
H 4.131 -4.423 -3.929
O 3.953 -2.255 -2.996
C 4.755 -1.377 -3.175
O 4.369 -0.107 -2.976
C 5.276 1.003 -2.997
C 5.523 1.508 -4.403
C 6.146 -1.666 -3.689
H 6.201 0.752 -2.477
H 4.787 1.776 -2.408
H 5.996 0.751 -5.028
H 6.167 2.387 -4.383
H 4.579 1.777 -4.876
H 6.104 -1.774 -4.772
H 6.482 -2.604 -3.254
H 6.882 -0.909 -3.435
```


[6]
Density functional theory data (the ωB97M-V functional and the def2-TZVPD basis) for 6 unconnected molecules or ions with the total composition C17H38FN3O23S6 in a non-equilibrium geometry.

Calculated values
spin multiplicity	1
Kohn-Sham gap	9.14	eV
SMILES string	CCCCNN(C[C@@H](O)CN)S(=O)(=O)F.O=S1(=O)OCCO1.O=S1(=O)OCCO1.O=S1(=O)OCCO1.O=S1(=O)OCCO1.O=S1(=O)OCCO1

```
88
C17H38FN3O23S6, DFT the ωB97M-V functional and the def2-TZVPD basis
C -0.644 1.328 2.259
C 0.455 2.250 1.508
C -0.176 3.122 0.263
C 0.487 2.524 -1.082
N -0.349 2.681 -2.319
N -1.663 2.270 -2.140
C -1.904 0.855 -2.569
C -2.294 -0.111 -1.297
O -3.553 0.297 -0.700
C -2.345 -1.683 -1.714
N -0.978 -2.210 -2.073
S -2.626 3.413 -3.019
O -4.039 2.970 -3.298
O -1.831 3.801 -4.259
F -2.711 4.813 -2.049
H -0.715 1.715 3.355
H -0.373 0.194 2.235
H -1.700 1.437 1.798
H 1.310 1.560 1.111
H 0.874 3.023 2.251
H 0.073 4.259 0.421
H -1.317 2.997 0.340
H 1.461 3.139 -1.272
H 0.829 1.415 -0.986
H 0.114 2.214 -3.116
H -2.783 0.726 -3.319
H -0.991 0.342 -3.065
H -1.445 0.042 -0.527
H -4.324 -0.082 -1.185
H -2.754 -2.357 -0.865
H -3.079 -1.764 -2.608
H -0.248 -1.626 -1.601
H -0.865 -2.036 -3.085
C -1.513 -1.441 5.846
C -1.020 -1.241 7.273
O 0.360 -0.901 7.143
S 0.575 -0.077 5.758
O 0.580 1.325 6.066
O 1.618 -0.715 5.008
O -0.852 -0.439 5.072
H -1.217 -2.421 5.459
H -2.596 -1.332 5.765
H -1.141 -2.136 7.884
H -1.531 -0.402 7.753
C 1.988 8.048 -1.529
C 1.624 6.958 -2.529
O 2.446 5.845 -2.179
S 2.692 5.852 -0.573
O 1.751 4.949 0.029
O 4.104 5.783 -0.331
O 2.190 7.371 -0.288
H 2.926 8.539 -1.805
H 1.201 8.797 -1.431
H 1.806 7.263 -3.560
H 0.579 6.655 -2.419
C 2.407 0.108 -5.846
C 3.525 -0.864 -5.491
O 3.316 -1.188 -4.118
S 1.720 -1.152 -3.805
O 1.217 -2.492 -3.876
O 1.498 -0.293 -2.676
O 1.256 -0.368 -5.151
H 2.631 1.116 -5.483
H 2.216 0.143 -6.920
H 4.514 -0.429 -5.638
H 3.444 -1.789 -6.071
C 5.536 -6.032 -3.773
C 5.253 -5.657 -5.222
O 3.923 -5.141 -5.220
S 3.643 -4.403 -3.797
O 3.856 -2.984 -3.973
O 2.444 -4.947 -3.233
O 4.917 -5.012 -2.990
H 5.072 -6.988 -3.515
H 6.606 -6.079 -3.561
H 5.334 -6.511 -5.896
H 5.924 -4.861 -5.562
C -5.165 -4.871 7.024
C -6.283 -3.900 7.377
O -5.696 -2.978 8.295
S -4.126 -2.789 7.925
O -3.991 -1.598 7.128
O -3.350 -3.028 9.107
O -3.983 -4.075 6.943
H -5.023 -5.613 7.815
H -5.347 -5.382 6.076
H -7.141 -4.400 7.828
H -6.610 -3.339 6.496
```